ORCA calculation (wB97M-V/def2-TZVPD) on the ion C3H11B2O3 with charge -1.

Geometry as ORCA input:
```
! wB97M-V def2-TZVPD RIJCOSX def2/J DEFGRID3
* xyz -1 1
C 2.4843 -0.1583 0.8607
B 1.2177 -0.5668 -0.0739
O 1.1860 -1.9929 -0.3941
B 0.0830 0.5212 -0.6600
O 0.8297 1.8335 -0.9016
C -1.1466 0.8445 0.3906
C -2.3559 -0.1097 0.2833
O -2.0044 -1.4741 0.4663
H 2.6275 0.9246 0.8857
H 2.4066 -0.5833 1.8724
H 3.3615 -0.6479 0.3972
H 1.3812 -1.9977 -1.3221
H -0.3838 0.1168 -1.7237
H 0.5216 2.2130 -1.7098
H -0.8470 0.8893 1.4533
H -1.5323 1.8490 0.1253
H -2.8962 0.0689 -0.6581
H -3.0675 0.1341 1.0912
H -1.8654 -1.8641 -0.3828
*
```

Results
frontier orbital gap	7.066	eV
LUMO level	3.685	eV
strongest force on any atom	1.4	eV/A